[1]
One molecule with the formula C16H16IN2OPS at a distorted geometry, computed with the ωB97M-V functional and the def2-TZVPD basis.

Geometry (Å):
C 1.760 4.040 0.325
C 1.598 3.366 -1.185
C 1.863 1.743 -1.068
C 3.460 1.266 -1.094
C 3.771 -0.350 -0.974
C 2.535 -1.459 -0.808
C 2.977 -3.043 -0.724
C 3.646 -3.319 0.755
O 4.925 -3.745 0.895
I 2.311 -2.918 2.498
C 0.933 -0.982 -0.769
C 0.654 0.623 -0.912
S -1.158 1.231 -0.921
C -2.074 -0.175 -0.076
C -1.388 -1.660 -0.037
C -2.264 -2.852 0.741
C -3.745 -2.565 1.451
C -4.411 -1.058 1.394
C -3.557 0.128 0.610
P -4.243 1.922 0.418
N -5.502 2.245 1.389
N -0.081 -2.089 -0.650
H 2.554 3.481 0.987
H 2.049 5.178 0.265
H 0.715 3.984 0.887
H 0.535 3.596 -1.615
H 2.437 3.850 -1.845
H 4.367 2.007 -1.180
H 4.897 -0.709 -0.995
H 2.059 -3.782 -0.898
H 3.749 -3.300 -1.597
H -1.865 -3.966 0.789
H -4.289 -3.474 1.962
H -5.473 -0.863 1.903
H -4.743 2.084 -0.955
H -3.130 2.825 0.580
H -5.680 1.389 1.978
H -0.194 -2.650 -1.522

DFT total energy: -50084.3839 eV
Maximum force: 9.45 eV/A
HOMO energy: -8.118 eV
HOMO-LUMO gap: 7.395 eV

natural (NBO) atomic charge list, values in e, 2 entries:
1 C -0.6289
2 C -0.4525

[2]
C16H16KN7O2S4Se as an isolated structure at a distorted geometry, computed with the ωB97M-V functional and the def2-TZVPD basis.

Geometry (Å):
K 7.806 12.558 12.128
S 7.558 11.754 15.036
S 5.682 12.448 14.739
S 4.460 10.896 13.748
S 4.996 10.571 11.823
C 6.164 16.192 9.406
C 6.978 14.904 9.460
N 6.504 13.762 9.829
O 5.148 13.806 10.210
C 8.463 15.031 9.316
C 8.995 16.150 8.408
N 9.148 14.360 10.176
O 10.404 14.497 10.284
H 6.207 16.695 8.403
H 6.708 16.910 10.096
H 5.146 16.083 9.656
H 4.940 12.853 10.323
H 9.261 17.107 9.064
H 8.244 16.467 7.723
H 9.838 15.812 7.883
Se 6.107 6.913 6.508
N 6.159 6.702 8.346
C 6.845 7.650 8.824
C 7.073 7.906 10.253
C 6.386 7.172 11.231
C 6.605 7.451 12.557
C 7.444 8.508 12.874
N 8.087 9.228 11.943
C 7.976 8.929 10.667
C 8.568 9.824 9.677
N 9.363 10.823 10.100
C 9.905 11.668 9.233
C 9.694 11.580 7.816
C 8.836 10.609 7.390
C 8.229 9.721 8.346
C 7.366 8.632 7.861
N 7.083 8.440 6.635
H 5.647 6.461 10.823
H 5.987 6.957 13.390
H 7.595 8.921 13.860
H 10.569 12.407 9.652
H 10.142 12.311 7.207
H 8.545 10.439 6.383
N 11.331 13.621 13.179
H 10.558 13.951 13.820
H 11.646 12.693 13.413
H 11.088 13.646 12.216

DFT total energy: -156389.6142 eV
Net charge: -2
Relative energy (zero: lowest compared OMol25 entry of this formula, charge and spin): 0.0 kcal/mol
Maximum force: 3.32 eV/A
HOMO energy: -0.536 eV
HOMO-LUMO gap: 4.092 eV

natural (NBO) atomic charge list, values in e, 2 entries:
1 K 0.8665
2 S -0.7609

[3]
C16H16MgO12 as an isolated structure at a distorted geometry, computed with the ωB97M-V functional and the def2-TZVPD basis.

Geometry (Å):
Mg 6.405 11.413 7.814
C 5.387 7.792 9.607
C 6.052 6.550 9.680
C 7.565 6.497 9.065
O 8.304 5.576 9.398
C 7.880 7.633 8.259
C 7.072 8.681 8.121
C 5.814 8.789 8.775
O 5.095 9.870 8.442
O 7.264 9.737 7.375
O 5.612 5.597 10.270
H 4.378 7.787 10.027
H 8.806 7.541 7.711
C 5.999 14.641 4.950
C 6.028 16.047 5.215
C 6.244 16.573 6.709
O 6.134 17.747 6.941
C 6.285 15.456 7.732
C 6.275 14.182 7.399
C 6.115 13.670 5.947
O 6.220 12.370 5.783
O 6.117 13.233 8.251
O 5.979 16.952 4.338
H 5.670 14.241 3.960
H 6.508 15.614 8.802
C 7.387 12.340 10.909
C 8.756 12.337 11.495
O 9.786 12.463 10.496
O 7.186 11.268 9.990
H 7.256 13.166 10.233
H 6.655 12.475 11.656
H 8.923 11.338 11.941
H 8.965 13.101 12.245
H 9.526 12.117 9.643
H 6.776 10.465 10.340
C 9.345 13.208 5.784
C 10.083 12.608 6.914
O 9.204 11.780 7.719
O 8.685 12.262 4.962
H 10.012 13.859 5.176
H 8.566 13.804 6.164
H 10.511 13.322 7.584
H 10.943 12.000 6.553
H 8.965 11.057 7.092
H 7.737 12.360 5.054

DFT total energy: -46870.2929 eV
Net charge: -2
Maximum force: 4.71 eV/A
HOMO energy: -2.739 eV
HOMO-LUMO gap: 7.384 eV

natural (NBO) atomic charge list, values in e, 2 entries:
1 Mg 1.8184
2 C -0.4995